Entry 1:
# C30H60F2N6O24S3

A cluster of 11 separate species, C30H60F2N6O24S3 in total at a distorted geometry (ωB97M-V/def2-TZVPD, the OMol25 dataset).

Properties
- energy above the lowest of the compared OMol25 structures with the same formula, charge and spin (eV) = 1.635
- gap between HOMO and LUMO (eV) = 9.348
- HOMO (eV) = -9.48
- energy (eV) = -128097.60826

CARTESIAN COORDINATES (ANGSTROEM)
O -7.62 -1.47 -6.94
C -7.38 -1.60 -5.74
O -7.95 -2.41 -4.85
C -7.55 -2.06 -3.47
C -6.19 -1.35 -3.67
F -5.37 -2.34 -3.38
O -6.37 -0.95 -5.10
H -8.27 -1.38 -3.01
H -7.43 -3.02 -2.96
H -5.99 -0.50 -3.02
O -9.77 12.47 -1.75
C -9.68 13.63 -2.25
O -9.72 13.96 -3.52
C -9.47 15.31 -3.85
C -9.86 15.93 -2.50
F -11.10 16.42 -2.41
O -9.82 14.78 -1.62
H -8.38 15.43 -3.92
H -10.12 15.62 -4.67
H -9.17 16.77 -2.36
O 3.66 1.80 -4.67
S 2.58 0.92 -4.26
O 2.80 -0.48 -4.03
O 1.93 1.65 -2.91
C 0.54 2.04 -3.14
C 0.39 2.13 -4.61
O 1.21 1.16 -5.15
H -0.05 1.22 -2.71
H 0.21 2.89 -2.55
H 0.84 3.02 -5.06
H -0.63 1.98 -4.97
O 1.76 10.24 2.91
S 2.79 9.67 2.03
O 3.97 10.47 1.65
O 3.16 8.21 2.62
C 3.26 7.22 1.57
C 1.96 7.66 0.72
O 2.20 9.05 0.64
H 4.22 7.22 1.06
H 3.21 6.29 2.14
H 0.97 7.41 1.11
H 2.05 7.21 -0.27
O -11.07 2.66 1.41
S -11.74 2.23 0.16
O -11.34 0.91 -0.28
O -13.38 2.16 0.32
C -13.99 2.03 -0.89
C -13.04 2.68 -1.96
O -12.10 3.29 -1.12
H -14.11 0.97 -1.12
H -14.89 2.61 -0.74
H -13.50 3.51 -2.49
H -12.57 2.02 -2.70
C -6.51 7.70 -1.06
N -5.23 6.98 -1.21
C -4.87 5.85 -0.54
C -5.83 4.94 0.33
O -3.67 5.54 -0.64
H -7.37 7.03 -1.15
H -6.61 8.55 -1.74
H -6.75 8.09 -0.08
H -4.41 7.31 -1.70
H -5.98 5.40 1.31
H -5.58 3.88 0.30
H -6.79 5.00 -0.19
C -7.01 10.62 -7.80
N -7.13 10.74 -9.25
C -7.86 9.97 -10.07
C -8.11 10.40 -11.49
O -8.32 8.87 -9.75
H -6.23 9.91 -7.52
H -7.92 10.30 -7.29
H -6.68 11.53 -7.30
H -6.77 11.59 -9.67
H -7.68 11.40 -11.58
H -9.19 10.55 -11.51
H -7.69 9.80 -12.29
C 1.86 2.60 6.26
N 0.78 1.80 5.75
C -0.35 2.30 5.20
C -0.25 3.77 4.62
O -1.34 1.66 4.99
H 1.38 3.10 7.10
H 2.21 3.41 5.62
H 2.67 1.95 6.59
H 0.57 0.89 6.13
H -1.21 3.99 4.15
H 0.59 3.84 3.93
H -0.02 4.50 5.40
C -4.64 12.91 0.73
N -3.53 13.63 0.10
C -3.41 13.67 -1.23
C -2.07 14.19 -1.80
O -4.30 13.21 -1.96
H -4.70 13.13 1.80
H -4.44 11.85 0.58
H -5.63 13.17 0.36
H -2.89 14.24 0.59
H -1.76 15.02 -1.16
H -2.30 14.53 -2.81
H -1.37 13.36 -1.70
C -10.03 10.21 5.23
N -10.58 11.31 5.88
C -10.03 12.53 5.82
C -10.71 13.64 6.59
O -8.92 12.67 5.29
H -9.00 9.97 5.51
H -10.15 10.32 4.15
H -10.54 9.26 5.35
H -11.39 11.18 6.47
H -11.69 13.46 7.03
H -10.79 14.46 5.87
H -10.10 13.95 7.45
C -1.98 7.37 -5.04
N -2.95 6.69 -5.92
C -2.66 6.00 -7.05
C -3.93 5.35 -7.83
O -1.60 5.88 -7.53
H -2.45 8.10 -4.38
H -1.16 7.92 -5.52
H -1.67 6.58 -4.35
H -3.90 6.56 -5.62
H -3.90 5.45 -8.91
H -4.83 5.89 -7.54
H -4.15 4.35 -7.47

These are the Mulliken partial charges, in e, on atoms 1 to 5: atom 1 (O): -0.535, atom 2 (C): 0.701, atom 3 (O): -0.345, atom 4 (C): -0.353, atom 5 (C): 0.295

***

Entry 2:
# C30H60F6O25PS5

A cluster of 11 separate species, C30H60F6O25PS5 in total at a distorted geometry (ωB97M-V/def2-TZVPD, the OMol25 dataset).

Properties
- gap between HOMO and LUMO (eV) = 9.966
- net charge = -1
- HOMO (eV) = -8.32
- energy (eV) = -163035.58266

CARTESIAN COORDINATES (ANGSTROEM)
P -1.04 -0.21 -0.75
F -0.77 -1.12 0.61
F 0.58 0.12 -0.70
F -0.73 -1.43 -1.78
F -1.47 0.72 -2.03
F -2.59 -0.73 -0.53
F -1.29 0.97 0.34
C -2.73 1.33 6.98
C -1.62 0.33 7.47
O -1.12 0.80 8.70
S -2.16 1.84 9.45
O -1.57 3.17 9.43
O -2.61 1.38 10.82
O -3.31 1.81 8.23
H -3.48 0.78 6.41
H -2.30 2.23 6.53
H -0.80 0.18 6.77
H -2.09 -0.65 7.53
C 1.50 0.51 -9.99
C 0.54 -0.05 -8.97
O -0.59 -0.40 -9.75
S -0.90 0.72 -10.98
O -1.84 1.73 -10.43
O -1.34 0.03 -12.21
O 0.72 1.22 -10.95
H 2.11 -0.26 -10.45
H 2.21 1.18 -9.50
H 0.12 0.77 -8.39
H 0.76 -0.96 -8.41
C -6.71 5.52 -6.53
C -5.37 5.45 -5.73
O -4.83 6.75 -5.69
S -5.13 7.49 -7.14
O -4.18 6.99 -8.14
O -5.12 8.97 -6.95
O -6.61 6.73 -7.27
H -7.58 5.65 -5.88
H -6.92 4.72 -7.23
H -4.70 4.75 -6.24
H -5.62 5.07 -4.74
C 6.73 1.41 2.13
C 6.34 1.74 3.55
O 7.52 1.90 4.32
S 8.92 1.37 3.45
O 9.14 -0.08 3.72
O 10.04 2.30 3.64
O 8.16 1.65 1.99
H 6.16 1.92 1.35
H 6.58 0.35 1.94
H 5.86 0.87 4.01
H 5.78 2.67 3.63
C 0.60 -8.07 1.00
C 1.86 -8.21 0.14
O 2.73 -9.13 0.70
S 1.84 -10.17 1.65
O 2.66 -10.58 2.81
O 1.11 -11.19 0.88
O 0.79 -8.91 2.09
H -0.36 -8.31 0.55
H 0.55 -7.01 1.25
H 2.39 -7.27 0.03
H 1.59 -8.59 -0.85
C -9.10 5.57 1.03
C -8.22 4.35 1.26
C -8.31 4.08 2.79
O -8.91 5.29 3.35
C -8.89 6.31 2.30
H -10.13 5.21 1.00
H -8.94 6.11 0.09
H -7.16 4.39 0.99
H -8.62 3.50 0.71
H -7.32 4.21 3.22
H -8.74 3.10 2.99
H -7.89 6.74 2.17
H -9.66 7.06 2.45
C -4.02 -7.65 -4.40
C -4.24 -9.19 -4.30
C -3.81 -9.63 -5.67
O -2.68 -8.77 -5.91
C -2.76 -7.51 -5.24
H -4.13 -7.13 -3.45
H -4.79 -7.25 -5.05
H -5.30 -9.41 -4.17
H -3.70 -9.66 -3.48
H -4.61 -9.45 -6.39
H -3.43 -10.63 -5.86
H -2.80 -6.60 -5.84
H -1.85 -7.41 -4.64
C 7.45 1.04 -5.60
C 8.47 0.51 -6.71
C 7.83 -0.88 -7.11
O 6.49 -0.82 -6.49
C 6.59 -0.14 -5.24
H 6.91 1.92 -5.95
H 7.92 1.31 -4.66
H 9.50 0.55 -6.34
H 8.57 1.21 -7.54
H 8.45 -1.72 -6.81
H 7.67 -0.99 -8.19
H 7.12 -0.84 -4.59
H 5.62 0.02 -4.79
C 3.42 -5.61 8.77
C 3.76 -5.89 7.31
C 4.08 -4.55 6.71
O 4.28 -3.72 7.88
C 4.41 -4.52 9.02
H 3.57 -6.39 9.51
H 2.36 -5.37 8.91
H 2.91 -6.46 6.94
H 4.58 -6.58 7.15
H 3.20 -4.28 6.12
H 4.94 -4.67 6.05
H 4.31 -3.96 9.96
H 5.43 -4.90 9.12
C 0.24 8.71 6.38
C -0.81 8.49 5.22
C 0.23 8.12 4.14
O 1.49 7.88 4.68
C 1.40 7.71 6.13
H -0.15 8.58 7.39
H 0.60 9.74 6.43
H -1.27 9.47 5.10
H -1.64 7.79 5.36
H 0.27 8.87 3.35
H -0.17 7.29 3.54
H 2.34 8.00 6.60
H 1.18 6.69 6.43

These are the Mulliken partial charges, in e, on atoms 1 to 5: atom 1 (P): 1.136, atom 2 (F): -0.384, atom 3 (F): -0.354, atom 4 (F): -0.351, atom 5 (F): -0.342